Molecular formula: C5H22Fe2O10
Method: DFT, ωB97M-V/def2-TZVPD

```
39
Properties=species:S:1:pos:R:3:forces:R:3:mulliken_charge:R:1
Fe -1.8798 1.4562 -1.7246 -0.124 -1.883 0.271 1.0454
Fe 0.8577 -2.9643 0.3731 -1.732 1.624 -0.428 1.2754
C -0.4717 -0.4891 -1.0758 -2.263 -0.305 0.233 0.9251
O 0.2918 -1.4104 -0.6532 1.100 -1.125 0.233 -0.2201
O -0.6516 -0.1365 -2.2858 1.202 0.522 -0.680 -0.9341
O -1.3343 0.0727 -0.2922 0.473 1.032 0.856 -0.4198
C -1.4044 1.6733 3.0203 0.159 -1.082 -0.459 -0.4947
C 0.0765 2.0398 3.1307 -0.567 0.660 0.620 -0.2273
O 0.5402 1.9378 4.4624 0.098 -0.436 -0.083 -0.5393
H -1.5521 0.6080 3.2283 0.329 0.019 0.354 0.1492
H -1.6943 1.7295 1.9619 -0.254 0.557 0.098 0.0196
H -2.0804 2.1878 3.6983 0.126 0.465 -0.218 0.3822
H 0.2268 3.0734 2.8038 0.015 -0.128 -0.353 0.3293
H 0.6630 1.3704 2.5006 0.145 0.009 0.024 0.0391
H 0.5040 2.7999 4.8835 -0.003 0.010 0.037 0.3373
C 3.6595 0.2986 -1.1932 0.725 -0.962 0.440 -1.1472
C 3.1169 0.6941 0.1564 0.106 1.130 -0.415 0.3437
O 3.7276 0.0210 1.2338 -0.624 -0.755 0.225 -0.5490
H 3.6024 -0.7904 -1.3205 -0.430 0.057 -0.179 0.2486
H 4.7435 0.4456 -1.1674 -0.077 0.477 -0.382 0.4215
H 3.1893 0.8014 -2.0336 0.121 0.054 -0.047 0.2855
H 2.0321 0.5447 0.1827 0.042 -0.322 0.395 -0.2450
H 3.2523 1.7757 0.2854 -0.010 -0.010 0.008 0.2722
H 4.6849 -0.0045 1.1330 -0.016 0.194 -0.133 0.3268
O 1.5992 -0.0105 -4.1789 -0.022 0.106 0.072 -0.6276
H 0.9433 -0.0361 -3.4741 0.048 -0.129 -0.248 0.3272
H 1.2088 -0.5287 -4.8947 0.066 -0.016 0.102 0.3209
O -1.0764 -3.2704 1.2250 0.812 -0.247 -0.206 -0.4572
H -1.6347 -2.4825 1.4173 -0.160 0.099 0.402 0.5147
H -1.5584 -4.0236 1.6055 0.270 0.009 -0.129 0.2991
O -0.6317 -2.2448 -4.3115 -0.201 0.046 0.266 -0.6073
H -1.4842 -2.5266 -4.6659 0.168 -0.034 -0.048 0.2992
H -0.8348 -1.7151 -3.5276 0.038 -0.079 -0.341 0.2626
O -3.8361 0.6776 -1.8199 -0.027 0.160 0.021 -0.4759
H -4.4129 0.5492 -1.0489 0.175 0.132 -0.064 0.3360
H -4.2722 0.2080 -2.5493 0.190 0.185 -0.038 0.3311
O -2.7680 -1.1544 1.7085 0.271 -0.447 -0.566 -0.7686
H -3.1607 -0.4068 2.1730 0.142 -0.193 0.266 0.3405
H -2.1813 -0.7698 1.0338 -0.311 0.605 0.095 0.2805
```
Forces are in eV/Å.

Values from the calculation:
- 2S+1 = 9
- ΔE to the lowest compared entry with this formula, charge and spin (kJ/mol) = 118.74
- LUMO energy (alpha / beta) (eV) = -9.144 / -9.571
- gap between HOMO and LUMO (alpha / beta) (eV) = 5.717 / 5.290
- net charge = +2
- expectation value of S² = 20.01
- energy (eV) = -94773.352


Molecular formula: C5H22N2O4S
Method: DFT, ωB97M-V/def2-TZVPD

```
34
Properties=species:S:1:pos:R:3:forces:R:3:mulliken_charge:R:1
C 2.9296 -0.3805 0.4225 -1.319 -0.745 1.907 -1.3980
N 1.8401 0.3266 -0.2469 1.364 0.412 -0.525 0.6620
C 2.3364 1.6942 -0.5046 -0.255 -0.096 -1.484 -1.0692
C 1.2999 -0.5037 -1.3469 1.359 0.740 -0.112 -1.5498
C -0.1233 -0.8664 -1.0472 -2.223 -0.063 0.416 2.0510
N -0.3096 -2.2098 -0.4624 0.772 -0.073 0.130 -0.6301
C -1.0434 -0.8445 -2.2916 1.570 0.981 -0.443 -0.9190
S -1.1626 0.7970 -3.1564 0.467 -0.093 0.044 -0.1969
H 3.1720 0.1233 1.3662 0.273 0.284 -0.325 0.3410
H 2.4649 -1.2916 0.7942 0.226 -0.462 -0.034 0.4490
H 3.8498 -0.6713 -0.0820 0.050 0.469 -0.689 0.3522
H 1.7512 2.3042 -1.2202 -0.277 -0.614 0.394 0.2569
H 2.2797 2.1995 0.4447 0.490 0.431 0.183 0.3791
H 3.3551 1.7134 -0.9586 -0.317 -0.109 0.593 0.3278
H 1.9461 -1.3732 -1.4195 -0.188 -0.597 0.179 0.3781
H 1.4787 -0.0849 -2.3440 -0.488 0.586 0.155 0.5768
H -0.4772 -0.1380 -0.2957 -0.036 -0.049 -0.420 -1.2021
H -0.4010 -2.2442 0.5570 0.059 0.308 -0.394 0.2764
H 0.5619 -2.6984 -0.6435 -0.251 -0.412 0.066 0.3111
H -2.0979 -0.9196 -2.0886 -0.001 -1.403 0.341 0.4306
H -0.5112 -1.5789 -2.9419 -1.332 0.323 0.008 0.3440
H -0.3099 1.4631 -2.3706 0.059 0.097 -0.017 0.0418
O 0.0126 2.0671 1.7199 -0.623 0.276 0.215 -0.6880
H 0.8853 1.8657 2.0656 0.003 -0.209 -0.055 0.2958
H -0.1793 1.3955 1.0573 0.536 -0.054 -0.110 0.2405
O -1.5846 -0.4277 3.2437 0.350 0.458 -0.331 -0.6177
H -1.7203 -0.4882 2.2907 -0.050 -0.719 0.171 0.2712
H -1.7678 0.5184 3.3410 -0.081 -0.283 0.561 0.3810
O -3.1922 1.4631 2.0560 1.207 0.509 -0.196 -0.6946
H -2.6242 0.9418 1.4750 -0.783 -0.326 -0.478 0.2588
H -2.4875 2.0957 2.2858 -0.657 0.515 0.238 0.3649
O 0.4960 -2.2451 2.6176 0.999 -1.570 -2.056 -0.6235
H 0.3347 -2.7978 3.3838 -0.373 1.360 0.435 0.2825
H 0.3995 -1.3008 2.5407 -0.528 0.130 1.632 0.3164
```
Forces are in eV/Å.

Values from the calculation:
- ΔE to the lowest compared entry with this formula, charge and spin (kJ/mol) = 282.03
- LUMO energy (eV) = 0.214
- gap between HOMO and LUMO (eV) = 9.349
- energy (eV) = -27545.329


Molecular formula: C5H22NO4
Method: DFT, ωB97M-V/def2-TZVPD

```
32
Properties=species:S:1:pos:R:3:forces:R:3:mulliken_charge:R:1
C -0.9991 0.3665 -2.1881 -0.263 -1.003 -0.124 -1.6105
C -0.5241 0.6631 -0.7734 -0.306 -2.120 0.396 0.3844
C -1.3652 -0.0998 0.2827 -1.510 0.086 -0.496 0.3615
C -2.8038 0.4548 0.1616 0.031 -0.333 0.283 -1.6055
C -1.4801 -1.6132 0.0950 0.326 -0.576 -0.262 -1.2499
N 0.8921 0.1325 -0.6128 -0.418 0.083 -0.164 -0.0875
H -1.6323 -0.5169 -2.2245 -0.209 -0.033 0.381 0.3905
H -0.2833 0.0764 -2.9620 0.520 0.825 0.226 0.4416
H -1.6302 1.1564 -2.5004 -0.294 0.919 -0.686 0.3754
H -0.5919 1.7190 -0.5659 0.551 0.233 0.054 0.2291
H -0.9810 0.0915 1.2812 0.054 0.248 0.010 0.3583
H -3.4820 -0.0920 0.8175 0.218 0.361 0.512 0.4550
H -3.2601 0.2302 -0.8007 0.336 0.269 -0.372 0.3678
H -2.8266 1.5254 0.3549 -0.266 0.033 0.003 0.3911
H -2.4017 -1.9900 0.4940 -0.732 0.202 0.390 0.4943
H -0.7693 -2.2539 0.6180 0.627 0.362 -0.262 0.0259
H -1.5547 -1.9137 -0.9502 0.345 -0.046 -0.027 0.2900
H 1.0332 -0.6106 -1.2902 0.290 0.156 -0.329 0.4146
H 1.0441 -0.3433 0.2840 0.075 0.644 0.393 0.2106
H 1.5748 0.8707 -0.7612 0.320 -0.358 0.011 0.3422
H 3.8585 -1.3794 -1.1262 0.092 -0.083 0.084 0.3242
H 4.2414 -0.0639 -0.4564 0.103 -0.106 0.042 0.3206
O 3.5534 -0.7385 -0.4748 -0.143 0.212 -0.141 -0.6278
H 1.8274 -0.4392 2.5729 0.192 0.222 0.104 0.3080
H 1.3947 1.0509 2.3820 0.258 -0.023 0.328 0.2848
O 1.0764 0.1445 2.4139 -0.181 -0.282 -0.455 -0.5930
H 0.2915 -3.5439 2.1324 -0.031 -0.146 0.075 0.2971
H 0.7502 -2.4556 3.0933 -0.141 -0.097 0.160 0.3286
O 1.0804 -3.1443 2.5086 0.117 0.285 -0.173 -0.6345
H -0.2101 4.3449 -2.3957 -0.419 -0.328 -0.636 0.3038
H -0.3901 4.1076 -0.9953 -0.552 -0.320 0.271 0.3082
O -0.7283 3.7503 -1.8315 1.009 0.712 0.406 -0.5988
```
Forces are in eV/Å.

Values from the calculation:
- ΔE to the lowest compared entry with this formula, charge and spin (kJ/mol) = 174.52
- LUMO energy (eV) = -3.139
- gap between HOMO and LUMO (eV) = 11.308
- net charge = +1
- energy (eV) = -15215.915